[1]
Molecular formula: C29H57FN4O3PS
Method: DFT, ωB97M-V/def2-TZVPD

```
96
Properties=species:S:1:pos:R:3:forces:R:3
N -7.741804 1.505585 -2.231842 0.552 0.324 0.267
P -6.370932 1.611851 -1.242253 -1.040 0.221 2.481
O -5.776390 3.092429 -1.486333 -0.609 -0.601 -0.477
N -5.164130 0.352489 -2.070460 0.623 0.526 -1.398
F -6.005256 -0.574478 -2.684669 -0.009 -0.114 0.161
C -4.402527 -0.405393 -1.044380 0.355 -0.442 0.349
C -3.042025 0.187963 -0.693032 0.267 -0.469 0.266
S -3.124304 1.926493 -0.145188 0.156 0.061 0.420
C -1.605243 2.499268 -0.773210 1.026 -0.068 -2.155
N -1.241223 2.440844 -2.026063 -0.927 -0.356 -0.076
N -0.001255 2.977260 -2.117166 1.011 0.396 -0.445
C 0.361289 3.363886 -0.929503 -1.382 -1.064 -1.925
O -0.620487 3.049703 -0.085932 0.025 0.853 3.446
C -4.314334 0.933662 -3.169605 0.600 -0.688 -1.364
O -5.134274 1.296781 -4.231674 0.147 0.390 0.641
C -5.020542 2.641647 -4.600705 -0.071 0.029 -0.031
C -6.154225 3.401301 -4.654003 -1.702 -0.484 0.266
C -6.118964 4.730105 -5.006939 -0.025 -0.026 0.006
C -4.894074 5.290698 -5.284025 -0.266 1.269 -0.292
C -3.748691 4.538282 -5.247470 0.655 0.304 -0.128
C -3.813152 3.206007 -4.921438 0.895 -0.991 0.287
H -8.305633 0.704669 -1.957991 0.044 -0.039 -0.138
H -8.317852 2.334826 -2.095582 -0.016 -0.005 -0.325
H -6.461231 3.720218 -1.769401 0.377 0.158 -0.445
H -4.228285 -1.402777 -1.458853 -0.052 0.171 -0.133
H -5.020617 -0.549070 -0.154735 -0.195 0.337 -0.213
H -2.338835 0.014221 -1.510691 -0.051 0.545 0.030
H -2.652782 -0.390872 0.150880 -0.145 -0.071 -0.148
H 1.284838 3.856049 -0.680487 -0.175 -0.027 0.499
H -3.646202 0.141274 -3.532743 -0.131 -0.119 0.383
H -3.694466 1.751105 -2.788434 -0.332 -0.051 0.275
H -7.105225 2.935230 -4.408064 0.116 -0.056 -0.113
H -7.031260 5.310340 -5.064762 0.056 -0.019 0.026
H -4.855693 6.345543 -5.536184 0.145 -0.106 -0.033
H -2.794157 4.998244 -5.474078 -0.039 -0.093 0.001
H -2.925066 2.579743 -4.872076 0.049 0.239 -0.120
C 1.817191 -3.612254 2.962393 0.076 -0.035 -0.113
C 2.276294 -2.496862 2.028621 -0.053 -0.052 0.097
C 1.313292 -1.313434 1.974210 0.030 0.103 -0.090
C -0.085183 -1.632228 1.442289 -0.040 -0.117 0.079
C -0.125396 -2.235608 0.039013 -0.036 0.216 -0.040
C 0.440276 -1.307781 -1.033687 -0.045 -0.189 -0.024
H 0.874642 -4.054189 2.633647 -0.007 -0.002 0.034
H 2.559571 -4.410914 2.993416 -0.033 -0.014 0.033
H 1.684823 -3.238786 3.979898 -0.039 -0.008 -0.007
H 2.438328 -2.902315 1.025130 0.010 0.022 -0.004
H 3.248449 -2.134194 2.371835 0.005 0.015 -0.067
H 1.758597 -0.521941 1.364306 -0.006 0.007 0.020
H 1.209451 -0.893602 2.979298 0.011 -0.004 -0.005
H -0.674382 -0.705011 1.448263 0.020 0.017 0.009
H -0.590882 -2.311997 2.134162 0.005 0.013 0.003
H -1.168597 -2.463846 -0.209639 0.017 -0.095 0.007
H 0.407300 -3.189235 0.017593 -0.019 0.000 0.022
H -0.102022 -0.356558 -1.056043 0.097 0.045 0.024
H 0.352751 -1.765907 -2.020459 0.029 0.060 -0.023
H 1.495680 -1.092437 -0.865549 -0.018 0.045 -0.004
C 1.192896 2.219727 2.375975 -0.102 0.027 -0.008
C 0.915772 3.699169 2.604610 0.122 -0.014 0.034
C 1.982784 4.399035 3.444637 -0.013 0.094 0.026
C 2.137614 3.865548 4.869484 0.007 -0.119 -0.026
C 0.868090 3.906164 5.718551 0.060 0.115 0.055
C 0.334598 5.317386 5.945696 -0.093 -0.109 -0.005
H 1.197357 1.662200 3.313018 0.064 -0.016 -0.018
H 0.421366 1.785343 1.739137 0.034 -0.113 0.049
H 2.156931 2.074357 1.881295 0.028 -0.043 0.074
H -0.069408 3.818232 3.064382 0.005 0.043 -0.011
H 0.862138 4.199215 1.634912 -0.043 0.108 0.053
H 1.758491 5.468838 3.477945 0.005 -0.009 0.012
H 2.948612 4.312397 2.936083 -0.013 -0.011 -0.011
H 2.918887 4.444726 5.370415 -0.015 -0.001 0.011
H 2.505827 2.835929 4.834319 0.015 0.013 -0.008
H 1.090197 3.457236 6.689903 -0.019 -0.045 -0.026
H 0.086956 3.286652 5.267375 0.025 -0.019 -0.007
H 1.086102 5.943965 6.429795 -0.002 0.019 -0.036
H -0.545707 5.292702 6.589543 0.011 0.054 0.001
H 0.042697 5.795646 5.008927 0.019 0.027 0.014
C 7.394670 -6.879813 0.414112 -0.030 -0.089 -0.104
C 6.926688 -6.285148 -0.910480 0.081 0.050 0.092
C 6.246080 -4.925687 -0.759354 -0.047 0.011 -0.118
C 4.964336 -4.931167 0.075227 0.045 -0.022 0.113
C 3.866008 -5.870633 -0.418733 -0.066 0.133 -0.041
C 3.350999 -5.521343 -1.811761 -0.029 -0.135 0.049
H 6.558717 -7.075717 1.087752 0.020 0.016 0.022
H 7.908044 -7.827430 0.245384 0.010 0.008 0.053
H 8.091376 -6.207014 0.918426 -0.032 0.005 0.028
H 6.259905 -6.990700 -1.414277 -0.010 0.026 -0.012
H 7.793977 -6.164856 -1.564880 -0.037 -0.014 -0.034
H 6.030787 -4.526926 -1.755234 -0.010 0.009 0.014
H 6.951926 -4.224266 -0.303353 0.006 -0.017 0.001
H 4.568732 -3.909887 0.105594 -0.011 -0.007 0.002
H 5.207715 -5.188568 1.110393 0.005 0.015 -0.004
H 3.028714 -5.821413 0.284513 0.025 -0.047 0.026
H 4.215207 -6.906383 -0.405377 0.018 0.014 0.019
H 2.962244 -4.499791 -1.838236 0.042 0.014 -0.025
H 2.542269 -6.195427 -2.099324 -0.001 0.033 -0.043
H 4.134231 -5.608322 -2.565998 -0.011 0.036 -0.006
```
Positions in Å, forces in eV/Å.

Net charge: +1



[2]
Molecular formula: C3H5N3
Method: DFT, ωB97M-V/def2-TZVPD

```
11
Properties=species:S:1:pos:R:3:forces:R:3
C 0.513834 -1.301370 -0.842151 -0.825 2.834 1.474
N 0.107464 0.185739 -0.184814 -0.758 -1.353 1.330
C -1.152740 0.713631 -0.187387 -0.243 -0.416 0.433
N -1.367116 1.385015 0.905262 0.046 0.402 -0.261
N -0.194956 1.360717 1.639127 0.230 0.437 -0.126
C 0.672133 0.677578 0.952866 -0.270 -0.368 0.466
H 1.134289 -1.841177 -0.107507 0.191 0.817 -0.611
H 0.830290 -0.398216 -1.407762 1.406 -2.993 -2.573
H -0.410615 -1.895330 -0.956938 0.449 0.878 -0.603
H -1.848025 0.596284 -1.012593 0.076 -0.140 0.323
H 1.715444 0.517129 1.201897 -0.301 -0.098 0.149
```
Positions in Å, forces in eV/Å.

Energy relative to the best compared isomer or geometry (same formula, charge and spin) in kcal per mole: 79.7



[3]
Molecular formula: C22H16ClN3OS
Method: DFT, ωB97M-V/def2-TZVPD

```
44
Properties=species:S:1:pos:R:3:forces:R:3
O -2.878607 -1.806548 -0.486884 -0.045 -0.205 -0.241
C -2.213732 -1.032597 0.171019 0.054 0.185 0.261
N -2.753142 -0.145122 1.038107 -0.047 0.195 0.279
H -2.153913 0.502407 1.525308 0.061 -0.135 -0.066
C -4.184443 0.038196 1.168026 -0.157 -0.055 -0.093
C -4.622790 1.321519 0.515322 -0.075 0.095 -0.015
C -5.179641 2.366722 1.242770 0.140 -0.422 -0.021
N -5.550189 3.515659 0.706877 -0.220 0.467 0.220
C -5.379564 3.684719 -0.592095 0.024 0.033 -0.229
C -4.833079 2.713260 -1.419255 0.044 -0.115 0.068
C -4.447959 1.511273 -0.852324 -0.080 0.127 0.096
H -4.019780 0.722144 -1.454361 0.044 -0.087 -0.079
H -4.713801 2.892698 -2.476394 -0.004 0.036 -0.087
H -5.695456 4.642537 -0.983601 0.001 0.051 -0.125
H -5.341123 2.275981 2.310089 0.033 -0.117 0.117
H -4.459856 0.031758 2.226579 -0.017 -0.044 -0.119
H -4.646765 -0.817495 0.665971 0.026 0.105 0.197
C -0.718345 -0.964536 0.109077 0.387 0.248 -0.219
C -0.099413 0.245467 -0.068737 -0.227 -0.366 0.032
C 1.309162 0.275145 -0.161063 0.513 -0.282 0.151
N 2.066139 -0.778534 -0.075729 0.010 0.478 0.006
C 1.486542 -1.983046 0.093890 -0.683 -0.332 0.056
C 2.319888 -3.115174 0.176316 -0.062 -0.220 0.037
C 1.773061 -4.357859 0.341792 0.220 0.134 -0.043
C 0.382532 -4.518596 0.430148 -0.260 0.069 0.040
C -0.452419 -3.435907 0.357988 -0.048 -0.267 0.032
C 0.075168 -2.143124 0.185929 0.348 0.105 -0.036
H -1.522325 -3.560928 0.413401 -0.069 -0.040 -0.011
H -0.028876 -5.508778 0.556732 -0.062 -0.063 0.013
H 2.411532 -5.226792 0.404295 0.071 -0.053 0.000
H 3.385587 -2.963228 0.105709 0.108 0.022 0.002
S 2.060787 1.857238 -0.370901 0.123 0.285 -0.119
C 3.787340 1.441306 -0.467026 -0.346 0.090 0.011
C 4.667220 2.123030 0.358458 -0.007 -0.056 -0.034
C 6.018545 1.830666 0.279651 -0.062 -0.158 -0.226
C 6.490513 0.869041 -0.599822 0.018 0.123 0.157
C 5.593489 0.204745 -1.419264 -0.092 -0.002 -0.069
C 4.241433 0.491887 -1.368730 0.206 0.040 -0.102
H 3.546900 -0.019921 -2.014299 -0.021 -0.016 -0.043
H 5.955393 -0.539809 -2.111746 0.048 -0.066 -0.064
H 7.545319 0.648564 -0.642758 0.098 0.002 0.018
Cl 7.126992 2.675982 1.300184 0.156 0.116 0.141
H 4.303281 2.867635 1.048541 0.000 0.037 0.110
H -0.651611 1.168432 -0.167171 -0.148 0.057 -0.003
```
Positions in Å, forces in eV/Å.



no.,DFT total energy (eV),gap between HOMO and LUMO (Eh)
1,-65933.1546,0.3316
2,-7658.9991,0.3870
3,-52950.2113,0.3007